Below is a molecular structure, C30H49IN3OP2Sr at a distorted geometry, with properties calculated with ωB97M-V with the def2-TZVPD basis set.

CARTESIAN COORDINATES (ANGSTROEM)
Sr -0.690 -0.814 1.286
C 4.274 0.981 2.051
C 3.559 -0.209 1.379
C 4.314 -1.510 1.675
P 1.680 -0.021 1.850
C 1.744 0.095 3.818
C 2.591 -0.958 4.555
C 0.182 -0.207 3.979
C 1.113 -1.856 1.825
C 0.569 -2.863 2.679
C 0.558 -4.187 2.200
C 0.839 -4.479 0.879
C 0.987 -3.444 -0.045
C 1.065 -2.123 0.394
N 1.010 -0.967 -0.401
C 1.610 -1.082 -1.659
C 2.772 -1.846 -1.873
C 3.416 -1.881 -3.096
C 2.900 -1.181 -4.183
C 1.720 -0.482 -4.000
C 1.061 -0.413 -2.770
P -0.559 0.471 -2.609
C -1.323 0.173 -4.310
C -1.276 1.304 -5.337
C -2.789 -0.239 -4.088
C 0.010 2.261 -2.584
C 1.163 2.681 -3.488
C 0.387 2.547 -1.125
H 5.253 1.158 1.598
H 4.414 0.812 3.118
H 3.694 1.901 1.942
H 3.559 -0.028 0.302
H 4.862 -1.439 2.617
H 5.040 -1.713 0.882
H 3.662 -2.385 1.741
H 1.994 1.082 4.200
H 2.561 -1.940 4.077
H 2.218 -1.096 5.575
H 3.638 -0.660 4.623
H -0.001 -0.868 4.828
H 0.018 -0.727 3.051
H -0.433 0.671 4.110
H 0.359 -2.736 3.731
H 0.329 -4.984 2.897
H 0.899 -5.509 0.550
H 1.042 -3.651 -1.105
H 3.176 -2.427 -1.050
H 4.325 -2.462 -3.200
H 3.394 -1.196 -5.146
H 1.287 0.032 -4.851
H -0.792 -0.693 -4.710
H -1.680 2.231 -4.925
H -1.883 1.038 -6.209
H -0.268 1.505 -5.697
H -3.414 0.644 -3.924
H -2.908 -0.877 -3.213
H -3.179 -0.767 -4.964
H -0.889 2.842 -2.818
H 2.081 2.169 -3.190
H 1.334 3.758 -3.388
H 0.993 2.474 -4.543
H 1.259 1.955 -0.831
H -0.415 2.279 -0.441
H 0.635 3.604 -0.986
N -2.594 1.456 2.890
C -1.539 2.189 2.603
O -0.586 1.707 1.937
C -1.499 3.671 2.985
I -2.673 4.821 1.638
H -2.730 0.490 2.053
H -3.428 1.952 3.181
H -0.499 4.076 2.872
H -1.944 3.891 3.949
C -4.528 -1.123 -0.421
C -4.052 0.041 0.483
C -5.126 0.311 1.573
C -3.831 1.339 -0.371
N -2.797 -0.356 1.073
H -5.316 -0.835 -1.133
H -4.882 -1.950 0.203
H -3.656 -1.495 -0.960
H -6.152 0.331 1.176
H -4.945 1.271 2.059
H -5.045 -0.473 2.328
H -4.684 2.031 -0.356
H -3.608 1.071 -1.412
H -2.936 1.838 -0.003

Values from the calculation:
total charge	-1
HOMO level	-0.09697	Eh
HOMO-LUMO gap	5.03	eV
electronic energy	-65933.6076	eV
max |F|	10.3	eV Å⁻¹
E_LUMO	2.388	eV
ΔE to the lowest compared entry with this formula, charge and spin	0.0	kJ/mol

***

Below is C4H5NO2 in the gas phase at a distorted geometry, with properties calculated with ωB97M-V with the def2-TZVPD basis set.

CARTESIAN COORDINATES (ANGSTROEM)
H 0.544 -2.041 -0.477
N 0.749 -1.143 -0.065
C -0.130 -0.234 -0.171
C -1.549 -0.389 -0.706
C 0.443 1.046 0.391
O 1.880 1.198 -0.038
C 1.640 0.725 1.173
O 2.228 0.207 2.069
H -1.524 -0.555 -1.793
H -1.984 -1.277 -0.227
H -2.197 0.474 -0.496
H -0.101 1.990 0.341

Values from the calculation:
total charge	0
HOMO level	-0.37263	Eh
HOMO-LUMO gap	10.73	eV
electronic energy	-9811.9222	eV
max |F|	1.1	eV Å⁻¹
E_LUMO	0.590	eV
ΔE to the lowest compared entry with this formula, charge and spin	230.9	kJ/mol

***

Below is a molecular structure, C38H45As2BrF4IN4P2SeV, with properties calculated with ωB97M-V with the def2-TZVPD basis set.

CARTESIAN COORDINATES (ANGSTROEM)
V 0.568 -0.288 0.587
C 3.538 -1.297 -1.498
P 2.528 -1.735 -0.053
C 2.411 -3.551 -0.231
C 3.685 -1.579 1.357
C 2.960 -1.820 2.683
P 1.497 -0.716 2.865
C 0.581 -1.501 4.217
C 2.163 0.807 3.587
H 4.455 -1.889 -1.520
H 3.792 -0.240 -1.457
H 2.980 -1.482 -2.417
H 3.410 -3.978 -0.341
H 1.820 -3.812 -1.108
H 1.935 -3.990 0.646
H 4.115 -0.576 1.329
H 4.512 -2.283 1.222
H 3.639 -1.678 3.528
H 2.590 -2.849 2.744
H 1.207 -1.571 5.109
H 0.258 -2.500 3.924
H -0.315 -0.919 4.445
H 2.506 0.630 4.608
H 1.390 1.576 3.583
H 2.992 1.174 2.979
C -0.060 -1.570 -3.034
As -0.691 -0.213 -1.776
C -0.994 1.202 -3.069
C -2.506 -0.875 -1.442
C -3.609 -0.384 -2.132
C -4.885 -0.855 -1.857
C -5.070 -1.837 -0.898
C -3.976 -2.333 -0.203
C -2.699 -1.847 -0.457
As -1.165 -2.473 0.560
C -1.887 -3.114 2.235
C -0.947 -4.226 -0.291
H -0.776 -1.691 -3.844
H 0.079 -2.520 -2.523
H 0.894 -1.239 -3.443
H -1.729 0.882 -3.804
H -0.051 1.396 -3.573
H -1.318 2.114 -2.578
H -3.489 0.388 -2.881
H -5.735 -0.448 -2.389
H -6.063 -2.207 -0.676
H -4.135 -3.086 0.558
H -2.074 -2.266 2.900
H -1.129 -3.767 2.670
H -2.795 -3.695 2.082
H -1.925 -4.705 -0.300
H -0.257 -4.834 0.292
H -0.583 -4.147 -1.312
Br -1.506 0.966 6.056
C -3.091 0.117 5.234
C -4.217 0.139 6.049
C -5.397 -0.374 5.532
C -5.400 -0.872 4.233
C -4.224 -0.870 3.491
C -2.986 -0.382 3.958
I -1.663 1.159 1.753
H -4.178 0.549 7.049
H -6.299 -0.373 6.132
H -6.321 -1.256 3.803
H -4.289 -1.260 2.472
F 6.203 1.699 -1.595
C 5.099 1.841 -2.344
C 5.233 1.708 -3.694
F 6.464 1.453 -4.168
C 4.152 1.801 -4.609
C 2.926 2.100 -3.963
C 2.794 2.244 -2.615
F 1.558 2.512 -2.146
C 3.859 2.086 -1.693
C 3.667 2.051 -0.306
C 2.340 2.228 0.382
N 1.616 1.170 0.460
C 4.700 1.744 0.608
N 5.478 1.401 1.394
F 1.810 2.248 -4.704
C 4.277 1.602 -6.002
C 3.163 1.608 -6.887
N 2.295 1.580 -7.648
C 5.514 1.329 -6.649
N 6.483 1.117 -7.240
Se 1.951 3.857 1.146
C -3.797 3.541 0.564
C -2.647 3.198 -0.379
C -2.320 4.403 -1.265
C -1.379 2.797 0.358
H -4.652 3.920 0.001
H -3.490 4.317 1.271
H -4.129 2.676 1.139
H -2.965 2.364 -1.017
H -2.088 5.272 -0.643
H -3.169 4.661 -1.902
H -1.451 4.228 -1.902
H -0.563 2.521 -0.308
H -1.003 3.600 0.990

Values from the calculation:
<S²>	4.092
total charge	-1
2S+1	4
HOMO level (spin up / spin down)	-0.16166 / -0.17994	Eh
HOMO-LUMO gap (spin up / spin down)	5.93 / 5.62	eV
electronic energy	-366397.6900	eV
max |F|	0.4	eV Å⁻¹
E_LUMO (spin up / spin down)	1.533 / 0.721	eV
ΔE to the lowest compared entry with this formula, charge and spin	267.7	kJ/mol

***

Below is C4H6O2 in the gas phase at a distorted geometry, with properties calculated with ωB97M-V with the def2-TZVPD basis set.

CARTESIAN COORDINATES (ANGSTROEM)
C 0.628 -1.230 0.373
C -0.125 -0.150 -0.351
C -1.400 0.274 0.218
O -2.084 1.116 -0.345
C 0.696 1.374 -0.449
O 1.805 1.543 -0.144
H 1.669 -1.250 0.093
H 0.609 -1.103 1.445
H 0.232 -2.212 0.166
H -0.205 -0.315 -1.427
H -1.648 -0.084 1.232
H -0.177 2.037 -0.810

Values from the calculation:
total charge	0
HOMO level	-0.35256	Eh
HOMO-LUMO gap	10.20	eV
electronic energy	-8338.8263	eV
max |F|	4.5	eV Å⁻¹
E_LUMO	0.602	eV
ΔE to the lowest compared entry with this formula, charge and spin	157.7	kJ/mol